{"formula": "C18H26Br3F5N2O10P2S", "method": "ωB97M-V/def2-TZVPD", "charge": 0, "homo_ev": -9.5, "energy_ha": -10865.44784, "lumo_ev": -1.2, "species": ["C", "C", "N", "C", "C", "P", "O", "Br", "O", "C", "O", "C", "C", "C", "O", "C", "Br", "C", "C", "Br", "C", "P", "N", "O", "O", "S", "O", "O", "C", "F", "F", "C", "F", "F", "F", "H", "H", "H", "H", "H", "H", "H", "H", "H", "H", "H", "H", "H", "H", "H", "H", "H", "H", "O", "C", "O", "C", "C", "C", "H", "H", "H", "H", "H", "H", "H", "H"], "coordinates": [[5.292, 2.273, -1.248], [4.882, 0.989, -0.394], [5.752, 0.674, 0.556], [3.672, -0.008, -0.613], [2.193, 0.529, -0.771], [1.549, -0.563, -2.255], [2.368, 0.089, -3.623], [2.125, -2.722, -2.029], [2.260, 1.794, -1.527], [1.146, 2.562, -1.067], [0.668, 3.252, -1.976], [0.773, 2.304, 0.461], [1.649, 3.316, 1.344], [3.092, 3.689, 0.767], [4.041, 3.821, 1.589], [-0.730, 2.731, 0.866], [-0.991, 2.920, 2.859], [-1.227, 4.138, 0.211], [-1.999, 5.129, 1.185], [-2.483, 3.845, -1.338], [1.166, 0.704, 0.482], [2.028, 0.183, 2.135], [2.407, -1.352, 2.216], [1.083, 0.525, 3.509], [3.497, 1.038, 2.383], [-0.294, -0.503, 0.497], [-1.128, -0.353, 1.760], [0.106, -1.939, 0.435], [-1.541, -0.294, -0.875], [-1.422, -1.418, -1.759], [-1.382, 0.840, -1.681], [-3.081, -0.471, -0.376], [-3.285, -1.691, 0.294], [-3.602, 0.627, 0.289], [-3.825, -0.589, -1.589], [4.623, 2.493, -2.139], [5.420, 3.175, -0.542], [6.348, 2.078, -1.669], [6.514, 1.376, 0.569], [3.810, -0.868, 0.139], [3.953, -0.507, -1.621], [3.268, -0.320, -3.701], [1.143, 4.341, 1.505], [1.845, 2.956, 2.419], [3.345, 3.927, -0.316], [-1.536, 1.993, 0.566], [-0.265, 4.673, -0.120], [-1.339, 5.661, 1.957], [-2.393, 5.984, 0.515], [-2.954, 4.689, 1.654], [3.426, -1.460, 2.318], [1.712, 0.625, 4.264], [3.662, 1.169, 3.345], [-5.601, -8.156, -1.198], [-5.198, -7.080, -0.821], [-5.809, -5.952, -1.225], [-5.529, -4.647, -0.699], [-4.346, -4.017, -1.404], [-3.960, -6.977, 0.027], [-5.403, -4.681, 0.386], [-6.421, -4.045, -0.887], [-3.433, -4.597, -1.255], [-4.174, -3.004, -1.038], [-4.522, -3.977, -2.482], [-3.081, -7.012, -0.618], [-3.939, -7.827, 0.711], [-3.924, -6.084, 0.647]], "lowdin_charge": [-0.0650, -0.3369, 0.1042, -0.1573, -0.4910, 0.6740, -0.3277, 0.3770, -0.0662, -0.3433, 0.1066, -0.2668, -0.1189, -0.1745, -0.0008, -0.5510, 0.8112, -0.6909, -0.2602, 0.7050, -0.2798, 0.6941, -0.1535, -0.2313, -0.2016, 0.7671, -0.3168, -0.3290, -0.3543, 0.0099, 0.0297, -0.3565, 0.1014, 0.1215, 0.0853, 0.0767, 0.0785, 0.0931, 0.0558, 0.1122, 0.0791, 0.0610, 0.1354, 0.0998, 0.1310, 0.0466, 0.1014, 0.0721, 0.0745, 0.0789, 0.0107, 0.0882, 0.0934, 0.0961, -0.5290, -0.0018, -0.2239, -0.0586, 0.0059, 0.1154, 0.1242, 0.0759, 0.0442, 0.0913, 0.0977, 0.0923, 0.0684]}